46
Properties=species:S:1:pos:R:3:forces:R:3 method="wB97M-V/def2-TZVPD" smiles="C=Cc1ccc2c(c1CCO)C(=O)c1ccccc1C2=O.c1ccncc1" spin_multiplicity=1 e_homo_ha=-0.33541 lumo_energy_ha=-0.0091
C 5.30662 -2.41138 0.02837 0.4 0.1 0.2
C 5.08501 -1.21505 0.59015 -0.2 -0.5 -0.6
C 3.69489 -0.65671 0.60116 0.5 0.7 -0.7
C 2.91342 -1.11235 1.65940 -0.5 0.0 0.2
C 1.58774 -0.73247 1.80653 0.2 0.4 -0.4
C 1.05813 0.12158 0.85498 0.1 0.0 0.1
C 1.84122 0.62057 -0.19251 0.1 -0.1 -0.1
C 3.18512 0.24798 -0.35051 -0.2 0.0 0.5
C 3.99854 0.81631 -1.49511 -0.3 -0.3 -0.1
C 4.75358 -0.17421 -2.35859 0.0 0.4 -0.8
O 3.83388 -1.12111 -2.90681 0.1 -0.1 0.3
C 1.12812 1.57045 -1.11078 -0.2 -0.4 0.2
O 1.60345 2.59707 -1.52338 0.3 0.3 -0.3
C -0.26987 1.15745 -1.43442 -0.1 -0.2 0.0
C -0.80082 1.26845 -2.71081 -0.2 0.0 0.3
C -2.10182 0.82951 -2.92492 0.0 -0.1 -0.1
C -2.85924 0.27724 -1.89740 0.0 0.1 0.2
C -2.33844 0.17632 -0.61342 0.5 0.3 0.0
C -1.03910 0.62215 -0.40107 0.0 -0.1 -0.1
C -0.37686 0.52431 0.92970 0.2 0.1 -0.5
O -0.93741 0.76941 1.96649 -0.3 -0.2 0.5
H 6.00296 -3.11645 0.46870 0.9 0.4 -0.6
H 4.83607 -2.71240 -0.90065 -1.1 -0.5 0.6
H 5.91442 -0.69030 1.05370 -0.4 -0.2 1.1
H 3.32496 -1.78413 2.39885 0.3 -0.1 -0.1
H 0.95662 -1.07846 2.61106 0.1 -0.1 0.1
H 4.67958 1.60143 -1.16396 0.1 -0.1 0.2
H 3.30284 1.31136 -2.16106 0.0 0.2 -0.1
H 5.59695 -0.64741 -1.86544 -0.1 -0.2 0.2
H 5.16573 0.40216 -3.19321 0.1 0.1 0.1
H 4.13805 -1.33999 -3.78950 0.0 -0.1 0.0
H -0.20487 1.68022 -3.51175 0.0 0.1 0.0
H -2.53421 0.89601 -3.91311 0.0 0.0 -0.1
H -3.86491 -0.06844 -2.08869 0.0 0.0 -0.1
H -2.87482 -0.25027 0.22379 -0.2 0.0 -0.1
C -6.65028 0.76556 3.01869 0.0 0.0 0.0
C -5.32731 1.16244 3.12012 -0.1 -0.1 0.0
C -4.35960 0.40737 2.47388 0.1 -0.1 0.0
N -4.63373 -0.68653 1.76021 -0.1 0.1 0.1
C -5.91189 -1.05426 1.67576 0.1 -0.1 -0.1
C -6.95264 -0.36718 2.28027 0.0 0.0 0.0
H -7.43441 1.32976 3.50762 0.0 0.0 0.0
H -5.04748 2.03958 3.68695 0.0 0.0 0.0
H -3.31212 0.68500 2.52339 0.0 0.0 0.0
H -6.10401 -1.94840 1.09226 -0.1 0.0 0.0
H -7.97208 -0.71218 2.17508 0.0 0.0 0.0